[1]
Molecular formula: C52H70N5O6Si4TeTi
Method: DFT, wB97M-V/def2-TZVPD

Geometry (Å):
Ti (-0.743, 0.547, 0.303)
C (-3.403, -1.487, -2.013)
C (-2.503, -1.250, -0.831)
O (-2.266, 0.127, -0.643)
C (-2.950, -1.899, 0.463)
C (-4.040, -2.764, 0.552)
C (-4.480, -3.247, 1.779)
C (-3.819, -2.856, 2.941)
C (-2.719, -2.016, 2.871)
C (-2.275, -1.532, 1.641)
O (-1.189, -0.760, 1.569)
H (-3.013, -0.947, -2.873)
H (-4.401, -1.096, -1.780)
H (-3.479, -2.548, -2.266)
H (-4.570, -3.051, -0.351)
H (-5.330, -3.919, 1.826)
H (-4.156, -3.223, 3.905)
H (-2.173, -1.721, 3.761)
C (3.031, 5.093, 3.480)
O (1.666, 4.802, 3.188)
C (0.696, 5.410, 3.916)
C (0.956, 6.479, 4.769)
C (-0.067, 7.118, 5.456)
C (-1.370, 6.676, 5.294)
C (-1.620, 5.602, 4.457)
C (-0.609, 4.944, 3.759)
N (-1.047, 3.899, 2.902)
C (-0.517, 2.753, 2.386)
N (0.753, 2.441, 2.610)
C (1.474, 1.219, 2.320)
C (1.240, 0.390, 1.220)
C (2.171, -0.650, 1.059)
C (3.233, -0.862, 1.916)
C (3.407, -0.046, 3.033)
C (2.523, 0.996, 3.221)
O (2.627, 1.885, 4.251)
C (3.383, 1.454, 5.375)
N (-1.319, 1.963, 1.702)
C (-2.748, 2.090, 1.805)
C (-3.415, 1.432, 2.826)
C (-4.804, 1.448, 2.908)
C (-5.527, 2.137, 1.948)
C (-4.874, 2.830, 0.932)
C (-3.487, 2.817, 0.866)
O (-2.773, 3.512, -0.036)
C (-3.474, 4.468, -0.820)
H (3.616, 4.382, 2.905)
H (3.244, 4.959, 4.541)
H (3.288, 6.107, 3.174)
H (1.972, 6.834, 4.878)
H (0.161, 7.958, 6.104)
H (-2.190, 7.153, 5.817)
H (-2.639, 5.244, 4.335)
H (-2.032, 3.946, 2.716)
H (1.293, 3.145, 3.086)
H (2.071, -1.309, 0.215)
H (3.935, -1.670, 1.727)
H (4.216, -0.226, 3.730)
H (3.186, 2.162, 6.172)
H (4.455, 1.447, 5.163)
H (3.076, 0.456, 5.689)
H (-2.819, 0.886, 3.547)
H (-5.310, 0.918, 3.708)
H (-6.612, 2.147, 1.985)
H (-5.455, 3.372, 0.198)
H (-4.091, 3.983, -1.580)
H (-2.718, 5.079, -1.303)
H (-4.103, 5.104, -0.197)
C (1.802, -4.467, 1.400)
Si (0.369, -5.284, 0.550)
C (-1.117, -5.223, 1.639)
C (0.793, -7.077, 0.258)
Si (0.007, -4.238, -1.471)
Te (-0.354, -1.752, -1.365)
Si (-1.613, -5.313, -2.713)
C (-3.085, -5.709, -1.648)
C (-0.965, -6.935, -3.363)
C (-2.107, -4.269, -4.180)
Si (1.965, -4.234, -2.737)
C (3.345, -3.290, -1.907)
C (2.584, -5.959, -3.070)
C (1.623, -3.405, -4.370)
H (2.030, -4.977, 2.347)
H (1.580, -3.412, 1.616)
H (2.702, -4.496, 0.765)
H (-0.878, -5.632, 2.630)
H (-1.948, -5.805, 1.212)
H (-1.470, -4.193, 1.770)
H (1.019, -7.557, 1.220)
H (1.671, -7.192, -0.399)
H (-0.046, -7.620, -0.206)
H (-2.873, -6.608, -1.048)
H (-3.973, -5.907, -2.263)
H (-3.318, -4.898, -0.945)
H (-0.395, -7.489, -2.598)
H (-0.302, -6.784, -4.228)
H (-1.809, -7.562, -3.679)
H (-2.037, -3.196, -3.954)
H (-3.133, -4.489, -4.507)
H (-1.426, -4.469, -5.020)
H (3.821, -3.885, -1.114)
H (2.982, -2.352, -1.459)
H (4.109, -3.027, -2.652)
H (2.937, -6.439, -2.143)
H (3.427, -5.906, -3.772)
H (1.809, -6.607, -3.508)
H (1.224, -2.396, -4.200)
H (0.880, -3.963, -4.965)
H (2.548, -3.317, -4.956)
N (3.788, 2.933, -5.298)
C (3.156, 2.076, -4.419)
C (3.707, 1.785, -3.171)
C (3.049, 0.902, -2.339)
N (1.903, 0.280, -2.651)
C (1.391, 0.560, -3.850)
C (1.962, 1.437, -4.757)
H (4.502, 3.537, -4.940)
H (3.277, 3.272, -6.089)
H (4.625, 2.268, -2.844)
H (3.446, 0.694, -1.344)
H (0.455, 0.062, -4.093)
H (1.478, 1.635, -5.709)
C (-0.906, 2.652, -3.004)
C (0.006, 2.706, -1.826)
O (-0.197, 1.813, -0.864)
C (1.114, 3.588, -1.729)
C (1.474, 4.426, -2.803)
C (2.600, 5.235, -2.726)
C (3.393, 5.243, -1.580)
C (3.038, 4.427, -0.500)
C (1.923, 3.610, -0.567)
H (-1.766, 2.033, -2.755)
H (-0.406, 2.217, -3.878)
H (-1.252, 3.651, -3.290)
H (0.877, 4.428, -3.711)
H (2.862, 5.866, -3.568)
H (4.275, 5.872, -1.527)
H (3.648, 4.429, 0.400)
H (1.657, 2.964, 0.263)

Charge: 0
<S²>: 0.7796
HOMO-LUMO gap (spin up / spin down), eV: 6.110 / 7.557
2S+1: 2
Max |F|, eV/A: 1.971

Results of the Mulliken charge analysis, in e, for atoms 1 through 5: atom 1 (Ti): -1.208, atom 2 (C): -2.141, atom 3 (C): 0.724, atom 4 (O): -0.765, atom 5 (C): 1.015

=====

[2]
Molecular formula: C65H170N10O25
Method: DFT, wB97M-V/def2-TZVPD

Geometry (Å):
C (-0.288, 3.429, -3.443)
O (-0.767, 2.111, -3.736)
H (-0.579, 3.726, -2.467)
H (0.767, 3.383, -3.583)
H (-0.704, 4.139, -4.153)
H (-1.709, 2.151, -3.518)
C (1.919, 0.232, -6.126)
O (1.739, 0.713, -4.827)
H (1.167, -0.535, -6.365)
H (1.917, 1.049, -6.772)
H (2.908, -0.217, -6.136)
H (0.852, 1.159, -4.678)
C (-3.554, 0.269, -0.421)
O (-4.044, 1.581, -0.372)
H (-4.034, -0.143, -1.264)
H (-2.477, 0.175, -0.469)
H (-3.861, -0.283, 0.426)
H (-3.532, 2.193, 0.237)
C (3.252, 2.375, 3.497)
O (3.225, 1.742, 2.164)
H (3.903, 1.865, 4.200)
H (3.564, 3.457, 3.518)
H (2.186, 2.247, 3.822)
H (2.299, 1.707, 1.735)
C (-4.696, 1.759, -3.562)
O (-3.512, 2.320, -3.012)
H (-5.349, 1.273, -2.782)
H (-5.222, 2.608, -4.004)
H (-4.527, 0.961, -4.292)
H (-3.619, 2.249, -2.048)
C (4.680, -1.821, 3.552)
O (3.364, -2.254, 3.182)
C (2.477, -1.208, 3.148)
C (1.138, -1.885, 2.678)
N (0.122, -0.824, 2.692)
C (-1.172, -1.272, 2.243)
C (-2.228, -1.285, 3.372)
O (-3.416, -1.614, 2.760)
C (-4.467, -1.800, 3.739)
H (4.911, -0.979, 2.898)
H (5.441, -2.544, 3.391)
H (4.601, -1.631, 4.630)
H (2.791, -0.461, 2.370)
H (2.421, -0.640, 4.083)
H (0.840, -2.748, 3.399)
H (1.201, -2.324, 1.706)
H (0.083, -0.343, 3.584)
H (-1.041, -2.335, 1.880)
H (-1.516, -0.718, 1.384)
H (-2.323, -0.277, 3.819)
H (-1.935, -1.998, 4.181)
H (-4.636, -2.886, 3.987)
H (-5.279, -1.313, 3.210)
H (-4.247, -1.307, 4.695)
C (0.423, 5.402, 4.733)
O (0.855, 4.694, 5.924)
C (1.108, 5.557, 7.056)
C (1.800, 4.771, 8.128)
N (3.101, 4.310, 7.721)
C (3.981, 3.665, 8.693)
C (5.144, 3.035, 7.950)
O (4.616, 2.097, 7.091)
C (5.509, 1.372, 6.297)
H (1.311, 5.636, 4.121)
H (-0.186, 6.263, 4.986)
H (-0.287, 4.641, 4.375)
H (0.154, 6.042, 7.446)
H (1.542, 6.476, 6.659)
H (1.043, 3.954, 8.437)
H (1.940, 5.377, 9.011)
H (3.038, 3.657, 6.971)
H (3.471, 2.801, 9.097)
H (4.393, 4.270, 9.440)
H (5.948, 2.560, 8.585)
H (5.696, 3.777, 7.340)
H (6.283, 0.842, 6.852)
H (5.990, 2.117, 5.580)
H (4.921, 0.602, 5.736)
C (5.257, 4.964, -5.319)
O (4.996, 4.191, -4.166)
C (4.329, 2.997, -4.419)
C (3.887, 2.396, -3.037)
N (3.005, 3.408, -2.257)
C (3.713, 3.666, -0.958)
C (3.016, 4.724, -0.124)
O (2.908, 6.027, -0.661)
C (2.080, 6.801, 0.138)
H (5.963, 4.523, -5.973)
H (5.544, 5.979, -5.057)
H (4.312, 5.041, -5.921)
H (4.775, 2.162, -5.040)
H (3.379, 3.118, -4.977)
H (4.678, 2.111, -2.335)
H (3.292, 1.562, -3.240)
H (3.168, 4.299, -2.785)
H (4.773, 3.713, -1.028)
H (3.558, 2.733, -0.352)
H (3.573, 4.839, 0.834)
H (1.986, 4.335, 0.074)
H (2.291, 7.839, -0.022)
H (2.140, 6.677, 1.252)
H (1.044, 6.667, -0.187)
C (0.387, 0.100, 6.980)
O (-0.907, 0.676, 7.195)
C (-0.984, 2.108, 6.997)
C (-2.381, 2.480, 7.100)
N (-2.425, 3.983, 6.952)
C (-3.827, 4.393, 6.923)
C (-3.970, 5.835, 6.595)
O (-3.315, 6.057, 5.337)
C (-3.180, 7.409, 5.037)
H (0.307, -0.934, 6.877)
H (1.032, 0.350, 7.807)
H (0.946, 0.499, 6.149)
H (-0.491, 2.425, 6.092)
H (-0.485, 2.543, 7.834)
H (-2.783, 2.329, 8.104)
H (-3.044, 2.015, 6.383)
H (-1.823, 4.295, 6.213)
H (-4.238, 4.202, 7.923)
H (-4.433, 3.849, 6.197)
H (-3.433, 6.343, 7.420)
H (-5.015, 6.235, 6.491)
H (-4.157, 7.963, 5.217)
H (-2.954, 7.462, 3.969)
H (-2.332, 7.841, 5.574)
C (-4.741, 5.070, -0.310)
O (-5.274, 5.061, 1.000)
C (-5.993, 6.244, 1.310)
C (-6.632, 6.100, 2.654)
N (-7.615, 5.040, 2.735)
C (-8.960, 5.401, 2.264)
C (-9.915, 4.440, 2.860)
O (-9.750, 3.161, 2.177)
C (-10.718, 2.132, 2.611)
H (-5.490, 5.338, -1.070)
H (-4.219, 4.072, -0.407)
H (-3.911, 5.794, -0.360)
H (-6.816, 6.474, 0.614)
H (-5.387, 7.190, 1.226)
H (-7.193, 6.976, 2.900)
H (-5.816, 6.023, 3.376)
H (-7.292, 4.263, 2.171)
H (-9.030, 5.537, 1.168)
H (-9.172, 6.446, 2.696)
H (-10.954, 4.781, 2.829)
H (-9.728, 4.394, 3.917)
H (-10.603, 1.275, 1.950)
H (-11.737, 2.625, 2.454)
H (-10.627, 1.747, 3.641)
C (-3.038, 3.369, 3.035)
O (-2.504, 2.920, 1.728)
C (-1.211, 2.355, 1.926)
C (-0.581, 2.065, 0.620)
N (0.715, 1.420, 0.645)
C (1.205, 1.235, -0.746)
C (0.491, 0.105, -1.497)
O (0.755, -1.097, -0.834)
C (-0.083, -2.180, -1.180)
H (-2.439, 4.215, 3.420)
H (-3.074, 2.636, 3.810)
H (-4.056, 3.673, 2.775)
H (-1.296, 1.537, 2.600)
H (-0.601, 3.055, 2.476)
H (-0.404, 2.986, 0.140)
H (-1.380, 1.624, 0.004)
H (0.608, 0.538, 1.132)
H (2.284, 1.219, -0.792)
H (0.918, 2.164, -1.318)
H (0.710, 0.049, -2.588)
H (-0.573, 0.439, -1.527)
H (0.195, -2.479, -2.173)
H (-1.090, -1.790, -1.211)
H (0.089, -2.970, -0.493)
C (-2.384, -4.868, 3.769)
O (-1.448, -5.806, 3.211)
C (-2.068, -6.757, 2.471)
C (-1.070, -7.621, 1.727)
N (-0.273, -6.807, 0.755)
C (0.922, -7.540, 0.451)
C (1.879, -6.668, -0.327)
O (2.275, -5.487, 0.382)
C (3.526, -5.051, -0.153)
H (-2.954, -4.396, 2.965)
H (-1.783, -4.121, 4.226)
H (-3.005, -5.337, 4.522)
H (-2.779, -6.373, 1.716)
H (-2.577, -7.443, 3.151)
H (-1.654, -8.399, 1.244)
H (-0.434, -8.123, 2.479)
H (-0.054, -5.953, 1.251)
H (0.675, -8.402, -0.109)
H (1.463, -7.829, 1.336)
H (1.461, -6.355, -1.338)
H (2.826, -7.223, -0.460)
H (4.359, -5.708, 0.039)
H (3.780, -4.050, 0.146)
H (3.409, -5.023, -1.258)
C (3.906, -1.210, -11.443)
O (2.679, -0.995, -10.719)
C (1.600, -1.647, -11.305)
C (0.343, -1.487, -10.461)
N (0.368, -2.086, -9.152)
C (0.504, -3.501, -9.184)
C (0.457, -4.096, -7.805)
O (1.528, -3.483, -7.004)
C (1.532, -3.963, -5.641)
H (4.373, -2.163, -11.217)
H (4.541, -0.469, -10.949)
H (3.887, -0.978, -12.502)
H (1.792, -2.724, -11.550)
H (1.491, -1.123, -12.248)
H (-0.533, -1.758, -11.018)
H (0.283, -0.430, -10.260)
H (1.198, -1.607, -8.699)
H (1.474, -3.727, -9.626)
H (-0.288, -3.944, -9.848)
H (0.587, -5.182, -7.709)
H (-0.515, -3.776, -7.344)
H (0.825, -3.424, -5.101)
H (2.513, -3.810, -5.222)
H (1.228, -5.018, -5.638)
C (3.990, -1.007, -0.001)
O (5.154, -1.807, -0.474)
C (5.574, -1.621, -1.874)
C (4.798, -2.507, -2.841)
N (5.332, -3.912, -2.736)
C (4.471, -4.728, -3.581)
C (4.861, -6.124, -3.577)
O (4.702, -6.714, -2.282)
C (5.101, -8.051, -2.296)
H (4.334, -0.042, 0.330)
H (3.588, -1.611, 0.851)
H (3.215, -0.907, -0.751)
H (6.656, -1.827, -1.978)
H (5.391, -0.562, -2.102)
H (5.176, -2.169, -3.808)
H (3.726, -2.341, -2.712)
H (5.572, -4.219, -1.746)
H (4.696, -4.421, -4.596)
H (3.416, -4.503, -3.429)
H (5.962, -6.188, -3.814)
H (4.317, -6.701, -4.388)
H (6.145, -8.344, -2.356)
H (4.572, -8.607, -3.095)
H (4.692, -8.540, -1.412)
C (-2.009, -1.112, -4.282)
O (-2.853, -2.231, -3.802)
C (-2.332, -3.469, -4.310)
C (-2.124, -4.545, -3.255)
N (-1.615, -5.780, -3.888)
C (-0.794, -6.659, -3.069)
C (-0.634, -7.997, -3.879)
O (-1.888, -8.468, -4.389)
C (-1.657, -9.578, -5.265)
H (-0.978, -1.466, -4.341)
H (-2.058, -0.285, -3.632)
H (-2.289, -0.832, -5.312)
H (-1.372, -3.374, -4.833)
H (-2.953, -3.854, -5.165)
H (-2.992, -4.673, -2.614)
H (-1.319, -4.074, -2.656)
H (-2.414, -6.275, -4.241)
H (-1.266, -6.802, -2.107)
H (0.207, -6.270, -2.940)
H (-0.127, -8.715, -3.238)
H (0.020, -7.667, -4.649)
H (-2.591, -9.829, -5.724)
H (-1.319, -10.491, -4.768)
H (-1.003, -9.204, -6.069)

Charge: 0
HOMO-LUMO gap, eV: 9.113
Max |F|, eV/A: 3.261

Results of the Mulliken charge analysis, in e, for atoms 1 through 5: atom 1 (C): -0.317, atom 2 (O): -0.281, atom 3 (H): 0.147, atom 4 (H): -0.212, atom 5 (H): 0.434